A:
Computed, not measured: a 4-piece molecular cluster, C4H12N2O2 overall, with ωB97M-V/def2-TZVPD.

## Properties
orbital gap (alpha / beta) = 7.9 / 6.7 eV

Structure (ORCA input):
```
! wB97M-V def2-TZVPD RIJCOSX def2/J DEFGRID3
* xyz -1 2
C -0.116 -0.044 1.393
N 1.029 0.083 1.833
C -1.407 -0.646 0.747
O -2.509 -0.025 1.013
C -0.360 0.045 -0.137
C -0.679 1.469 -0.504
N 0.383 -0.713 -1.056
H 2.990 -1.220 0.610
H 2.817 -1.936 0.626
H -1.494 -1.763 0.682
H -3.427 -1.159 -1.236
H -3.920 -0.695 -0.914
H 0.211 2.077 -0.365
H -1.062 1.486 -1.529
H -1.494 1.811 0.137
H 0.456 -1.694 -0.855
H 1.241 -0.201 -1.272
H 1.644 0.675 1.159
H 3.268 1.451 -0.067
O 2.428 0.998 -0.266
*
```

***

B:
Computed, not measured: a 2-piece molecular cluster, C4H12N2O2 overall, with ωB97M-V/def2-TZVPD.

## Properties
orbital gap (alpha / beta) = 3.6 / 7.2 eV

Structure (ORCA input):
```
! wB97M-V def2-TZVPD RIJCOSX def2/J DEFGRID3
* xyz -1 2
C -1.493 1.693 1.117
N -0.236 2.226 1.644
C 0.896 1.328 1.469
O 1.328 1.149 0.166
H -1.692 2.016 0.089
H -2.309 2.034 1.759
H -1.480 0.605 1.145
H 0.001 3.117 1.236
H 0.635 0.354 1.908
H 1.716 1.767 2.053
O -0.940 -2.813 -2.535
C 0.093 -2.957 -1.786
C 0.639 -1.839 -0.906
N 0.011 -0.550 -1.170
H 0.619 -3.924 -1.672
H 0.486 -2.081 0.164
H 1.722 -1.787 -1.038
H 0.705 0.414 -0.454
H 0.281 -0.284 -2.112
H -0.983 -0.467 -1.076
*
```

***

Pick B: it beats the second-best structure by 0.1254 hartree.

***

A:
Computed, not measured: the molecule C3H9NOS, with ωB97M-V/def2-TZVPD.

## Properties
orbital gap = 9.4 eV

Structure (ORCA input):
```
! wB97M-V def2-TZVPD RIJCOSX def2/J DEFGRID3
* xyz 0 1
C -0.768 1.230 -1.822
N -0.827 0.498 -0.611
S 0.437 0.239 0.234
C -0.439 0.267 1.940
C 1.208 -1.328 -0.127
O 1.476 1.229 0.325
H -1.802 1.337 -2.056
H -0.269 0.703 -2.614
H -0.398 2.227 -1.678
H -1.141 1.105 1.949
H -1.133 -0.687 2.142
H 0.264 0.298 2.916
H 0.734 -1.506 -1.109
H 2.315 -1.224 -0.176
H 0.791 -2.060 0.648
*
```

***

B:
Computed, not measured: a 2-piece molecular cluster, C3H9NOS overall, with ωB97M-V/def2-TZVPD.

## Properties
orbital gap = 9.1 eV

Structure (ORCA input):
```
! wB97M-V def2-TZVPD RIJCOSX def2/J DEFGRID3
* xyz 0 1
N -1.566 -0.432 -1.488
C -1.301 0.892 -1.610
O -0.259 1.309 -2.067
H -2.522 -0.672 -1.284
H -1.047 -1.092 -2.050
H -2.020 1.622 -1.228
C 2.015 -0.564 0.159
S 0.933 -1.215 1.492
C -0.066 0.216 2.007
H 2.522 0.326 0.503
H 1.433 -0.473 -0.755
H 2.676 -1.408 -0.035
H -0.972 -0.226 2.407
H 0.354 0.842 2.795
H -0.179 0.877 1.152
*
```

***

C:
Computed, not measured: the molecule C3H9NOS, with ωB97M-V/def2-TZVPD.

## Properties
orbital gap = 9.2 eV

Structure (ORCA input):
```
! wB97M-V def2-TZVPD RIJCOSX def2/J DEFGRID3
* xyz 0 1
C 1.153 1.472 0.451
C 0.225 0.815 -0.623
C -0.349 -0.459 0.018
O 0.625 -1.379 -0.242
S -1.961 -0.877 -0.997
N -2.316 -2.397 -0.464
H 0.972 1.223 1.431
H 1.374 2.535 0.361
H 2.043 0.986 0.358
H 0.807 0.667 -1.450
H -0.466 1.562 -0.788
H -0.404 -0.417 1.188
H 0.589 -1.703 -1.169
H -2.620 -2.484 0.458
H -2.213 -3.178 -1.057
*
```

***

Pick B: it beats the second-best structure by 0.0614 hartree.

***

A:
Computed, not measured: the molecule C3H9NOS, with ωB97M-V/def2-TZVPD.

## Properties
orbital gap = 10.1 eV

Structure (ORCA input):
```
! wB97M-V def2-TZVPD RIJCOSX def2/J DEFGRID3
* xyz 0 1
N 0.900 -1.040 0.487
C -0.066 -0.195 -0.260
C -1.479 -0.321 0.361
O -2.029 -1.572 0.328
C 0.436 1.287 -0.152
S 2.067 1.583 -0.879
H 1.862 -0.781 0.371
H 0.859 -1.900 -0.053
H -0.174 -0.395 -1.334
H -1.472 0.135 1.361
H -1.952 0.545 -0.138
H -1.966 -2.072 -0.497
H -0.268 2.009 -0.588
H 0.407 1.583 0.897
H 2.875 1.135 0.094
*
```

***

B:
Computed, not measured: a 2-piece molecular cluster, C3H9NOS overall, with ωB97M-V/def2-TZVPD.

## Properties
orbital gap = 9.2 eV

Structure (ORCA input):
```
! wB97M-V def2-TZVPD RIJCOSX def2/J DEFGRID3
* xyz 0 1
N 0.355 0.334 -2.290
C 1.572 0.675 -1.641
O 1.778 1.865 -1.367
H 0.003 -0.608 -2.254
H -0.230 1.095 -2.681
H 2.210 -0.182 -1.245
C -0.289 0.737 1.067
S -1.502 -0.634 1.319
C -0.269 -2.053 1.378
H 0.724 0.352 0.815
H -0.901 1.306 0.225
H -0.392 1.540 2.013
H -0.700 -2.779 2.021
H 0.635 -1.591 1.779
H -0.115 -2.408 0.356
*
```

***

Pick A: it beats the second-best structure by 0.0071 hartree.

***

A:
Computed, not measured: the molecule C3H9NOS, with ωB97M-V/def2-TZVPD.

## Properties
orbital gap = 10.0 eV

Structure (ORCA input):
```
! wB97M-V def2-TZVPD RIJCOSX def2/J DEFGRID3
* xyz 0 1
O -2.611 -0.307 0.080
C -1.459 -0.137 -0.831
N -0.317 -0.978 -0.709
C 0.701 -0.481 0.272
C 1.311 0.808 -0.161
S 2.647 1.313 1.029
H -2.351 -0.984 0.699
H -1.203 0.892 -0.565
H -1.901 -0.052 -1.821
H -0.618 -1.934 -0.575
H 1.403 -1.294 0.407
H 0.201 -0.444 1.250
H 0.643 1.666 -0.058
H 1.596 0.928 -1.201
H 1.956 1.003 2.183
*
```

***

B:
Computed, not measured: the molecule C3H9NOS, with ωB97M-V/def2-TZVPD.

## Properties
orbital gap = 9.4 eV

Structure (ORCA input):
```
! wB97M-V def2-TZVPD RIJCOSX def2/J DEFGRID3
* xyz 0 1
N 2.016 -1.235 -0.064
C 0.849 -0.374 -0.257
C 1.178 1.065 0.230
O 0.056 1.906 -0.104
C -0.356 -0.933 0.504
S -1.965 -0.343 -0.146
H 2.812 -0.672 -0.195
H 2.017 -2.068 -0.738
H 0.690 -0.320 -1.312
H 2.056 1.373 -0.421
H 1.320 1.029 1.262
H 0.272 2.842 0.048
H -0.427 -2.010 0.439
H -0.223 -0.762 1.532
H -1.662 0.927 0.145
*
```

***

Pick B: it beats the second-best structure by 0.0112 hartree.

***

A:
Computed, not measured: C3H10N as an isolated structure, with ωB97M-V/def2-TZVPD.

## Properties
orbital gap = 12.5 eV

Structure (ORCA input):
```
! wB97M-V def2-TZVPD RIJCOSX def2/J DEFGRID3
* xyz 1 1
C -1.020 -1.115 -0.050
C -0.309 1.433 -0.081
C -0.055 0.027 0.392
N 1.394 -0.340 -0.131
H -1.890 -1.130 0.686
H -1.344 -1.057 -1.195
H -0.611 -2.046 0.172
H 0.602 2.047 0.090
H -1.274 1.796 0.311
H -0.421 1.460 -1.214
H -0.005 -0.036 1.734
H 1.274 -0.038 -1.137
H 1.503 -1.416 0.073
H 2.152 0.174 0.476
*
```

***

B:
Computed, not measured: an isolated ion of composition C3H10N and charge +1, with ωB97M-V/def2-TZVPD.

## Properties
orbital gap = 12.9 eV

Structure (ORCA input):
```
! wB97M-V def2-TZVPD RIJCOSX def2/J DEFGRID3
* xyz 1 1
C 1.958 -0.214 0.227
C 0.364 -0.409 -0.504
N -0.478 0.515 0.182
C -1.910 0.037 0.129
H 2.007 -0.493 1.303
H 2.582 -0.827 -0.458
H 2.364 0.861 0.118
H -0.049 -1.413 -0.385
H 0.601 -0.026 -1.498
H -0.311 1.462 -0.188
H -0.106 0.555 1.119
H -2.076 -0.180 -0.852
H -2.215 -0.822 0.705
H -2.561 0.931 0.277
*
```

***

Pick B: it beats the second-best structure by 0.0036 hartree.

***

A:
Computed, not measured: an isolated ion of composition C3H10N and charge +1, with ωB97M-V/def2-TZVPD.

## Properties
orbital gap = 12.7 eV

Structure (ORCA input):
```
! wB97M-V def2-TZVPD RIJCOSX def2/J DEFGRID3
* xyz 1 1
C 0.146 1.471 -1.217
C 0.028 0.755 0.038
N -0.041 -0.768 -0.082
C -0.132 -1.587 1.259
H -0.479 1.088 -2.028
H -0.132 2.545 -1.276
H 1.123 1.411 -1.769
H 0.613 1.293 0.799
H -0.958 1.103 0.528
H 0.918 -1.123 -0.352
H -0.635 -1.106 -0.813
H 0.640 -1.204 1.949
H -0.067 -2.733 1.336
H -1.026 -1.144 1.629
*
```

***

B:
Computed, not measured: a 2-piece molecular cluster, C3H10N overall, with ωB97M-V/def2-TZVPD.

## Properties
orbital gap = 9.2 eV

Structure (ORCA input):
```
! wB97M-V def2-TZVPD RIJCOSX def2/J DEFGRID3
* xyz 1 1
C 2.857 -0.241 -1.469
H 1.998 -0.528 -2.071
H 2.370 -0.318 -0.567
H 3.072 0.797 -1.468
H 3.775 -0.728 -1.693
C -0.627 0.758 0.779
C -2.508 -0.938 0.696
N -2.058 0.345 0.953
H -0.038 0.536 1.706
H -0.590 1.796 0.643
H -0.197 0.332 -0.111
H -1.717 -1.709 0.288
H -3.519 -1.211 0.945
H -2.817 1.108 1.368
*
```

***

Pick A: it beats the second-best structure by 0.0348 hartree.

***

A:
Computed, not measured: a 11-piece molecular cluster, BF4H20O10 overall, with ωB97M-V/def2-TZVPD.

## Properties
orbital gap = 10.2 eV

Structure (ORCA input):
```
! wB97M-V def2-TZVPD RIJCOSX def2/J DEFGRID3
* xyz -1 1
B -0.244 -0.198 0.606
F -0.395 -1.241 1.521
F -0.186 -0.720 -0.710
F -1.383 0.626 0.727
F 0.880 0.601 0.896
O 0.452 1.168 -3.728
H 0.242 0.311 -3.319
H 0.804 0.945 -4.593
O 0.134 -1.782 -3.311
H 0.915 -2.320 -3.146
H -0.276 -1.672 -2.436
O 0.893 -2.394 3.869
H 0.915 -1.489 4.210
H 0.717 -2.280 2.927
O 0.162 0.587 4.036
H -0.727 0.323 4.298
H 0.097 0.744 3.083
O -3.437 -1.512 0.106
H -2.771 -0.931 0.497
H -2.937 -2.077 -0.495
O -1.248 -3.551 -1.007
H -0.682 -3.069 -0.384
H -0.639 -4.078 -1.535
O -2.055 3.008 2.247
H -2.212 2.272 1.637
H -2.753 3.640 2.050
O 2.619 3.101 0.158
H 2.303 2.437 -0.467
H 2.107 2.933 0.958
O -0.920 2.338 -1.671
H -0.424 2.094 -2.479
H -0.719 1.631 -1.043
O 3.500 -0.102 -1.422
H 4.148 0.602 -1.534
H 3.120 0.054 -0.545
*
```

***

B:
Computed, not measured: a 11-piece molecular cluster, BF4H20O10 overall, with ωB97M-V/def2-TZVPD.

## Properties
orbital gap = 10.0 eV

Structure (ORCA input):
```
! wB97M-V def2-TZVPD RIJCOSX def2/J DEFGRID3
* xyz -1 1
B 3.288 -2.662 -19.303
F 3.427 -4.041 -19.138
F 4.045 -2.244 -20.393
F 1.909 -2.370 -19.487
F 3.665 -2.009 -18.108
O 2.727 -0.121 -16.326
H 3.375 0.567 -16.153
H 3.251 -0.877 -16.626
O 3.698 -6.240 -16.571
H 3.490 -6.198 -15.634
H 3.048 -5.648 -16.978
O 4.970 0.686 -20.712
H 4.490 1.053 -21.460
H 4.938 -0.271 -20.847
O 1.334 -0.720 -21.635
H 0.896 0.079 -21.324
H 1.725 -1.105 -20.832
O 0.196 -4.565 -19.260
H 0.735 -3.863 -19.654
H 0.432 -4.497 -18.322
O 3.918 -4.967 -21.837
H 3.815 -4.129 -21.372
H 3.470 -5.568 -21.225
O -1.335 -1.688 -21.493
H -0.390 -1.453 -21.462
H -1.582 -1.838 -20.576
O 6.246 -1.053 -18.863
H 5.491 -1.651 -18.787
H 5.832 -0.193 -19.001
O 1.735 -4.151 -16.853
H 2.410 -3.541 -17.186
H 1.271 -3.655 -16.172
O 2.309 -6.886 -20.192
H 2.709 -7.434 -19.510
H 1.903 -6.148 -19.713
*
```

***

C:
Computed, not measured: a 11-piece molecular cluster, BF4H20O10 overall, with ωB97M-V/def2-TZVPD.

## Properties
orbital gap = 10.8 eV

Structure (ORCA input):
```
! wB97M-V def2-TZVPD RIJCOSX def2/J DEFGRID3
* xyz -1 1
B -30.695 -11.977 15.379
F -30.200 -10.819 15.983
F -31.730 -12.378 16.186
F -31.058 -11.600 14.137
F -29.653 -12.855 15.345
O -33.991 -10.022 10.679
H -34.782 -10.464 10.370
H -33.991 -10.165 11.625
O -26.363 -11.894 18.191
H -25.484 -12.081 17.863
H -26.910 -11.859 17.406
O -28.045 -6.740 15.516
H -28.413 -7.514 15.942
H -28.361 -6.004 16.041
O -28.499 -11.042 11.307
H -29.400 -10.896 11.595
H -28.189 -11.768 11.849
O -27.314 -16.019 19.299
H -27.385 -15.177 18.848
H -26.702 -16.526 18.765
O -31.130 -15.630 12.252
H -30.819 -14.864 12.735
H -31.713 -15.271 11.583
O -34.241 -9.232 15.494
H -34.633 -9.558 16.304
H -33.299 -9.348 15.619
O -36.022 -12.067 18.477
H -35.395 -12.740 18.740
H -36.626 -12.519 17.887
O -33.510 -16.236 19.751
H -33.282 -16.843 19.047
H -32.770 -15.631 19.795
O -30.597 -12.146 20.228
H -30.950 -12.248 19.344
H -29.698 -11.845 20.093
*
```

***

Pick B: it beats the second-best structure by 0.0045 hartree.